## w
{"formula": "C27H63N9O9", "method": "ωB97M-V/def2-TZVPD", "smiles": "CNC(C)=O.CNC(C)=O.CNC(C)=O.CNC(C)=O.CNC(C)=O.CNC(C)=O.CNC(C)=O.CNC(C)=O.CNC(C)=O", "lumo_ev": 0.29, "symbols": ["C", "N", "C", "C", "O", "H", "H", "H", "H", "H", "H", "H", "C", "N", "C", "C", "O", "H", "H", "H", "H", "H", "H", "H", "C", "N", "C", "C", "O", "H", "H", "H", "H", "H", "H", "H", "C", "N", "C", "C", "O", "H", "H", "H", "H", "H", "H", "H", "C", "N", "C", "C", "O", "H", "H", "H", "H", "H", "H", "H", "C", "N", "C", "C", "O", "H", "H", "H", "H", "H", "H", "H", "C", "N", "C", "C", "O", "H", "H", "H", "H", "H", "H", "H", "C", "N", "C", "C", "O", "H", "H", "H", "H", "H", "H", "H", "C", "N", "C", "C", "O", "H", "H", "H", "H", "H", "H", "H"], "xyz": [[-7.663, 3.880, -2.245], [-7.382, 2.902, -1.209], [-7.754, 1.600, -1.338], [-7.273, 0.739, -0.191], [-8.405, 1.106, -2.253], [-8.454, 3.522, -2.904], [-6.793, 4.032, -2.884], [-7.971, 4.812, -1.772], [-7.007, 3.165, -0.308], [-7.032, 1.339, 0.687], [-6.321, 0.316, -0.509], [-7.832, -0.156, 0.082], [1.080, -0.504, -0.770], [0.506, 0.832, -0.552], [-0.619, 1.139, 0.108], [-0.982, 2.548, 0.163], [-1.264, 0.280, 0.776], [2.078, -0.661, -0.362], [1.287, -0.537, -1.840], [0.406, -1.317, -0.499], [0.866, 1.540, -1.175], [-1.669, 2.612, -0.682], [-0.092, 3.149, -0.025], [-1.355, 2.744, 1.168], [-6.672, 0.928, 10.027], [-6.030, 0.905, 8.741], [-4.775, 1.290, 8.529], [-4.257, 1.299, 7.105], [-4.085, 1.694, 9.421], [-6.971, 1.953, 10.245], [-6.122, 0.583, 10.902], [-7.534, 0.262, 10.030], [-6.475, 0.432, 7.967], [-3.590, 2.109, 6.808], [-5.034, 1.456, 6.357], [-3.799, 0.338, 6.870], [-3.021, -1.759, -5.086], [-2.870, -2.779, -6.166], [-1.952, -2.767, -7.107], [-2.023, -4.002, -8.007], [-1.186, -1.843, -7.314], [-2.189, -1.065, -4.965], [-3.296, -2.287, -4.173], [-3.902, -1.176, -5.354], [-3.237, -3.689, -5.926], [-1.025, -4.169, -8.414], [-2.686, -3.759, -8.837], [-2.359, -4.893, -7.478], [6.665, 7.194, 6.710], [5.704, 6.519, 5.729], [4.351, 6.496, 5.863], [3.521, 5.928, 4.694], [3.782, 7.057, 6.763], [6.547, 6.909, 7.755], [6.549, 8.276, 6.651], [7.702, 6.986, 6.447], [6.044, 5.869, 5.035], [2.706, 5.303, 5.060], [4.158, 5.351, 4.022], [3.101, 6.752, 4.118], [4.516, 6.297, -2.428], [4.706, 5.499, -3.631], [3.874, 4.577, -4.079], [4.406, 3.848, -5.335], [2.807, 4.265, -3.598], [4.986, 5.685, -1.658], [3.447, 6.370, -2.227], [5.062, 7.240, -2.447], [5.415, 5.821, -4.275], [3.581, 3.784, -6.044], [4.756, 2.858, -5.042], [5.216, 4.360, -5.854], [9.631, -4.712, -0.715], [8.591, -5.813, -0.809], [7.320, -5.641, -0.364], [6.275, -6.742, -0.434], [6.933, -4.581, 0.076], [10.039, -4.581, 0.287], [9.191, -3.752, -0.985], [10.474, -4.961, -1.359], [8.874, -6.722, -1.148], [6.347, -7.383, 0.445], [6.408, -7.407, -1.288], [5.299, -6.268, -0.532], [5.280, -3.826, -6.115], [6.519, -3.144, -5.747], [7.271, -2.325, -6.517], [6.926, -2.037, -8.012], [8.234, -1.762, -6.033], [4.513, -3.667, -5.357], [5.410, -4.893, -6.297], [4.772, -3.397, -6.979], [6.879, -3.288, -4.814], [6.268, -1.176, -8.134], [6.427, -2.885, -8.479], [7.817, -1.750, -8.571], [-10.233, -4.984, 4.899], [-8.804, -4.982, 4.811], [-8.009, -3.909, 4.997], [-6.492, -4.171, 5.034], [-8.342, -2.810, 5.407], [-10.653, -5.131, 3.904], [-10.687, -4.179, 5.476], [-10.559, -5.922, 5.349], [-8.431, -5.921, 4.825], [-6.193, -3.652, 5.944], [-5.949, -3.802, 4.164], [-6.214, -5.212, 5.197]], "mulliken_charge": [-0.851, -0.178, 0.740, -1.029, -0.633, 0.307, 0.267, 0.318, 0.209, 0.290, 0.247, 0.314, -0.903, -0.169, 0.744, -0.949, -0.691, 0.294, 0.321, 0.302, 0.224, 0.250, 0.301, 0.277, -0.847, -0.183, 0.700, -1.068, -0.614, 0.254, 0.290, 0.333, 0.242, 0.308, 0.330, 0.255, -0.855, -0.192, 0.666, -0.983, -0.647, 0.306, 0.303, 0.283, 0.250, 0.292, 0.234, 0.342, -0.791, -0.215, 0.594, -0.890, -0.594, 0.271, 0.251, 0.326, 0.242, 0.275, 0.304, 0.227, -0.842, -0.194, 0.644, -0.929, -0.644, 0.274, 0.292, 0.314, 0.253, 0.285, 0.223, 0.326, -0.800, -0.207, 0.647, -0.989, -0.610, 0.276, 0.273, 0.322, 0.219, 0.262, 0.339, 0.269, -0.869, -0.130, 0.645, -1.006, -0.634, 0.316, 0.276, 0.305, 0.203, 0.266, 0.337, 0.292, -0.941, -0.203, 0.637, -0.904, -0.630, 0.307, 0.316, 0.325, 0.275, 0.255, 0.242, 0.321]}



## x
{"formula": "C27H63N9O9", "method": "ωB97M-V/def2-TZVPD", "smiles": "CNC(C)=O.CNC(C)=O.CNC(C)=O.CNC(C)=O.CNC(C)=O.CNC(C)=O.CNC(C)=O.CNC(C)=O.CNC(C)=O", "lumo_ev": 0.25, "symbols": ["C", "N", "C", "C", "O", "H", "H", "H", "H", "H", "H", "H", "C", "N", "C", "C", "O", "H", "H", "H", "H", "H", "H", "H", "C", "N", "C", "C", "O", "H", "H", "H", "H", "H", "H", "H", "C", "N", "C", "C", "O", "H", "H", "H", "H", "H", "H", "H", "C", "N", "C", "C", "O", "H", "H", "H", "H", "H", "H", "H", "C", "N", "C", "C", "O", "H", "H", "H", "H", "H", "H", "H", "C", "N", "C", "C", "O", "H", "H", "H", "H", "H", "H", "H", "C", "N", "C", "C", "O", "H", "H", "H", "H", "H", "H", "H", "C", "N", "C", "C", "O", "H", "H", "H", "H", "H", "H", "H"], "xyz": [[2.336, -1.613, -0.448], [2.524, -2.489, 0.581], [1.882, -2.531, 1.786], [2.342, -3.621, 2.785], [1.084, -1.708, 2.099], [1.285, -1.454, -0.688], [2.799, -1.990, -1.360], [2.798, -0.639, -0.293], [3.093, -3.291, 0.350], [1.643, -4.453, 2.703], [2.236, -3.339, 3.833], [3.332, -4.060, 2.661], [4.297, 3.481, 0.600], [4.375, 2.181, 1.193], [5.229, 1.252, 0.778], [5.283, -0.071, 1.479], [5.944, 1.385, -0.205], [5.292, 3.818, 0.311], [3.982, 4.299, 1.248], [3.655, 3.505, -0.281], [3.874, 2.076, 2.063], [4.635, -0.109, 2.354], [6.322, -0.233, 1.768], [4.895, -0.857, 0.831], [-1.682, 0.204, 3.320], [-2.707, 0.787, 2.449], [-3.820, 0.103, 2.126], [-4.878, 0.866, 1.335], [-4.072, -1.055, 2.419], [-2.061, -0.174, 4.269], [-0.862, 0.863, 3.604], [-1.129, -0.596, 2.828], [-2.599, 1.739, 2.130], [-4.671, 0.867, 0.265], [-4.872, 1.930, 1.570], [-5.851, 0.391, 1.460], [-1.832, -3.549, 4.552], [-1.956, -3.037, 3.188], [-1.482, -3.619, 2.078], [-1.918, -2.993, 0.743], [-0.892, -4.714, 2.102], [-2.718, -4.134, 4.796], [-1.825, -2.807, 5.351], [-0.963, -4.207, 4.591], [-2.419, -2.163, 2.983], [-2.041, -3.827, 0.052], [-1.134, -2.398, 0.274], [-2.861, -2.453, 0.827], [1.080, -3.231, -3.608], [-0.171, -3.730, -3.127], [-1.386, -3.264, -3.537], [-2.613, -4.018, -3.108], [-1.421, -2.235, -4.234], [1.242, -2.172, -3.404], [1.055, -3.359, -4.690], [1.841, -3.884, -3.181], [-0.118, -4.584, -2.590], [-2.913, -3.805, -2.082], [-2.553, -5.102, -3.203], [-3.462, -3.838, -3.767], [2.425, 0.564, 4.200], [1.542, 1.693, 4.426], [1.857, 2.912, 4.019], [0.905, 4.070, 4.357], [2.914, 3.128, 3.429], [1.999, -0.400, 4.476], [3.335, 0.738, 4.775], [2.646, 0.651, 3.136], [0.700, 1.568, 4.970], [0.331, 4.298, 3.460], [1.462, 4.995, 4.503], [0.292, 3.731, 5.192], [-3.764, 3.573, -1.360], [-2.693, 4.469, -0.843], [-2.097, 4.235, 0.317], [-0.972, 5.200, 0.625], [-2.278, 3.248, 1.072], [-3.337, 2.619, -1.670], [-4.403, 3.955, -2.157], [-4.442, 3.377, -0.529], [-2.435, 5.248, -1.431], [-1.091, 6.145, 0.095], [-0.041, 4.725, 0.317], [-0.942, 5.395, 1.697], [-1.112, 0.716, -5.987], [-0.462, -0.413, -6.598], [0.332, -0.350, -7.699], [0.713, -1.668, -8.338], [0.722, 0.745, -8.130], [-1.543, 0.343, -5.058], [-1.982, 0.886, -6.621], [-0.492, 1.589, -5.782], [-0.616, -1.334, -6.212], [0.839, -2.439, -7.578], [1.729, -1.601, -8.728], [0.060, -2.045, -9.124], [-1.628, 0.330, -1.771], [-1.018, 0.893, -0.561], [0.237, 1.286, -0.550], [0.862, 1.792, 0.796], [0.984, 1.310, -1.564], [-2.096, 1.203, -2.226], [-2.363, -0.412, -1.461], [-0.895, -0.073, -2.471], [-1.578, 1.053, 0.265], [1.017, 2.868, 0.712], [1.754, 1.235, 1.083], [0.151, 1.607, 1.601]], "mulliken_charge": [-0.441, 0.100, 0.610, -1.459, -0.447, -0.134, 0.422, -0.074, 0.245, 0.354, 0.286, 0.398, -1.162, 0.226, 0.847, -0.586, -0.715, 0.423, 0.316, 0.271, 0.131, 0.018, 0.397, 0.085, -0.661, 0.135, 0.653, -0.947, -0.694, 0.502, -0.021, 0.003, 0.529, 0.114, 0.227, 0.419, -1.068, 0.170, 0.448, -0.224, -0.744, 0.367, 0.288, 0.357, -0.068, 0.245, -0.110, 0.383, -0.867, -0.069, 0.749, -1.214, -0.569, 0.172, 0.318, 0.345, 0.262, 0.136, 0.431, 0.346, -0.361, -0.160, 0.675, -0.961, -0.728, 0.461, 0.353, -0.495, 0.328, -0.058, 0.404, 0.355, -0.378, -0.163, 0.639, -1.037, -0.763, -0.052, 0.399, 0.176, 0.230, 0.453, 0.199, 0.193, -0.845, -0.003, 0.709, -0.941, -0.669, 0.191, 0.336, 0.297, 0.174, 0.211, 0.330, 0.237, -1.311, 0.911, 0.409, 1.235, -0.802, 0.227, 0.297, 0.341, -0.490, 0.038, -0.649, -0.400]}



## y
{"formula": "C27H63N9O9", "method": "ωB97M-V/def2-TZVPD", "smiles": "CNC(C)=O.CNC(C)=O.CNC(C)=O.CNC(C)=O.CNC(C)=O.CNC(C)=O.CNC(C)=O.CNC(C)=O.CNC(C)=O", "lumo_ev": 0.13, "symbols": ["C", "N", "C", "C", "O", "H", "H", "H", "H", "H", "H", "H", "C", "N", "C", "C", "O", "H", "H", "H", "H", "H", "H", "H", "C", "N", "C", "C", "O", "H", "H", "H", "H", "H", "H", "H", "C", "N", "C", "C", "O", "H", "H", "H", "H", "H", "H", "H", "C", "N", "C", "C", "O", "H", "H", "H", "H", "H", "H", "H", "C", "N", "C", "C", "O", "H", "H", "H", "H", "H", "H", "H", "C", "N", "C", "C", "O", "H", "H", "H", "H", "H", "H", "H", "C", "N", "C", "C", "O", "H", "H", "H", "H", "H", "H", "H", "C", "N", "C", "C", "O", "H", "H", "H", "H", "H", "H", "H"], "xyz": [[3.499, 1.280, -3.408], [4.717, 0.635, -3.884], [5.452, 1.155, -4.877], [6.628, 0.281, -5.309], [5.202, 2.214, -5.433], [3.463, 2.360, -3.487], [3.243, 1.018, -2.383], [2.708, 0.858, -4.034], [5.037, -0.223, -3.472], [7.354, 0.163, -4.508], [7.109, 0.662, -6.207], [6.233, -0.676, -5.668], [0.431, 0.516, -0.774], [-0.831, -0.153, -1.013], [-1.723, -0.650, -0.143], [-1.844, 0.024, 1.202], [-2.452, -1.590, -0.485], [0.461, 0.932, 0.233], [0.540, 1.417, -1.382], [1.263, -0.155, -0.973], [-0.977, -0.513, -1.945], [-2.854, -0.144, 1.572], [-1.674, 1.098, 1.126], [-1.148, -0.367, 1.945], [0.314, -3.266, 0.280], [0.713, -2.624, 1.511], [1.796, -1.831, 1.555], [2.078, -1.100, 2.846], [2.538, -1.678, 0.591], [0.464, -2.548, -0.528], [-0.755, -3.465, 0.364], [0.817, -4.197, 0.011], [0.065, -2.699, 2.282], [1.840, -0.043, 2.710], [3.122, -1.186, 3.136], [1.471, -1.442, 3.689], [-5.017, -2.462, 1.693], [-4.468, -2.264, 3.034], [-5.008, -1.516, 4.012], [-4.165, -1.376, 5.273], [-6.096, -0.966, 3.946], [-4.403, -1.897, 0.991], [-6.041, -2.110, 1.631], [-4.961, -3.528, 1.478], [-3.478, -2.476, 3.138], [-4.705, -1.838, 6.096], [-4.023, -0.322, 5.504], [-3.189, -1.831, 5.104], [-0.912, 0.245, 5.261], [-1.377, 1.626, 5.136], [-0.664, 2.578, 4.509], [-1.285, 3.966, 4.500], [0.399, 2.369, 3.946], [0.083, 0.328, 5.707], [-0.886, -0.222, 4.282], [-1.516, -0.270, 6.001], [-2.215, 1.915, 5.607], [-0.547, 4.763, 4.493], [-1.952, 4.129, 5.349], [-1.867, 4.071, 3.581], [0.662, 4.465, 1.217], [0.993, 5.020, -0.072], [1.687, 4.355, -1.017], [1.863, 5.091, -2.330], [2.100, 3.218, -0.845], [1.282, 4.825, 2.037], [0.698, 3.380, 1.176], [-0.381, 4.685, 1.463], [0.838, 6.004, -0.213], [2.520, 5.960, -2.269], [0.863, 5.378, -2.655], [2.327, 4.441, -3.067], [-0.893, 2.432, -3.594], [0.170, 2.515, -4.575], [0.336, 3.552, -5.415], [1.493, 3.450, -6.379], [-0.320, 4.587, -5.333], [-0.555, 2.780, -2.615], [-1.187, 1.392, -3.459], [-1.732, 3.022, -3.958], [0.590, 1.638, -4.850], [1.469, 4.153, -7.207], [1.520, 2.476, -6.881], [2.435, 3.572, -5.842], [-2.357, -5.495, 2.493], [-1.614, -5.172, 3.691], [-1.243, -3.917, 4.004], [-0.281, -3.779, 5.168], [-1.584, -2.933, 3.342], [-1.755, -5.603, 1.595], [-3.197, -4.813, 2.373], [-2.853, -6.450, 2.688], [-1.410, -5.894, 4.358], [-0.492, -2.872, 5.735], [0.720, -3.591, 4.771], [-0.263, -4.641, 5.832], [-1.750, -2.014, -4.087], [-0.429, -2.344, -3.570], [0.676, -1.638, -3.904], [1.981, -2.067, -3.290], [0.642, -0.666, -4.646], [-1.743, -1.390, -4.976], [-2.280, -1.449, -3.315], [-2.305, -2.924, -4.302], [-0.278, -3.266, -3.201], [2.051, -3.126, -3.038], [2.251, -1.489, -2.405], [2.727, -1.829, -4.050]], "mulliken_charge": [-0.627, -0.044, 0.646, -1.201, -0.637, 0.276, 0.251, 0.076, 0.283, 0.320, 0.324, 0.320, 0.734, 0.728, 0.734, -0.810, -0.743, -0.007, -0.400, -0.605, -0.535, 0.320, 0.490, -0.162, -0.417, 0.265, 0.794, -0.788, -0.676, -0.309, 0.175, 0.356, -0.114, 0.084, 0.424, 0.015, -0.886, 0.058, 0.746, -0.257, -0.701, 0.201, 0.383, 0.252, 0.063, 0.347, 0.120, -0.226, -0.721, -0.107, 0.677, -1.136, -0.606, 0.392, -0.052, 0.433, 0.258, 0.327, 0.412, 0.221, -0.644, -0.126, 0.734, -1.068, -0.568, 0.261, 0.035, 0.342, 0.237, 0.492, 0.428, -0.097, -0.789, 0.245, 0.715, -1.024, -0.690, 0.051, 0.160, 0.411, 0.172, 0.347, 0.314, 0.157, -0.696, -0.231, 1.016, -1.056, -0.713, 0.271, 0.056, 0.382, 0.226, 0.146, 0.249, 0.478, -0.904, -0.103, 0.745, -1.003, -0.691, 0.288, 0.221, 0.377, 0.237, 0.477, 0.038, 0.348]}



Which of them is the least stable? Correct choice: w.



## w
{"formula": "H6NP3", "method": "ωB97M-V/def2-TZVPD", "lumo_ev": [-0.81, -1.43], "symbols": ["N", "P", "P", "P", "H", "H", "H", "H", "H", "H"], "xyz": [[1.988, 0.622, 0.053], [0.022, -0.752, 1.954], [0.959, -1.594, -1.294], [0.501, 0.123, -0.021], [2.248, 1.333, 0.662], [0.233, 0.681, 2.216], [-1.474, -0.573, 2.056], [1.017, -0.720, -2.458], [-0.563, -1.657, -1.506], [-2.156, 0.914, -0.373]], "nbo_charge": [-1.109, -0.020, 0.029, 0.759, 0.362, 0.002, 0.014, 0.015, -0.011, -0.041]}



## x
{"formula": "H6NP3", "method": "ωB97M-V/def2-TZVPD", "lumo_ev": [-1.17, -0.70], "symbols": ["N", "P", "P", "P", "H", "H", "H", "H", "H", "H"], "xyz": [[-0.329, -0.499, 1.756], [1.757, 1.339, 0.026], [-1.884, 0.801, -0.401], [0.005, -0.071, 0.284], [0.308, -1.093, 2.226], [2.570, 0.278, 0.029], [1.871, 1.595, -1.394], [-2.718, -0.136, 0.156], [-1.770, 0.289, -1.650], [0.190, -2.503, -1.034]], "nbo_charge": [-1.181, 0.019, 0.032, 0.810, 0.376, -0.013, 0.014, 0.025, -0.008, -0.073]}



Which of them is the least stable? Correct choice: w.



## w
{"formula": "C4H3FO2", "method": "ωB97M-V/def2-TZVPD", "multiplicity": 3, "lumo_ev": [0.77, -3.18], "symbols": ["C", "C", "C", "C", "O", "O", "F", "H", "H", "H"], "xyz": [[0.171, -0.207, -0.186], [-1.101, -0.746, 0.315], [-0.023, 1.078, -0.488], [-2.035, 0.469, 0.168], [-1.296, 1.491, -0.341], [-3.234, 0.490, 0.277], [-1.799, -1.654, -0.519], [1.149, -0.767, -0.154], [-1.147, -1.164, 1.250], [0.532, 1.966, -0.799]], "nbo_charge": [-0.114, -0.004, 0.043, 0.699, -0.383, -0.517, -0.358, 0.226, 0.200, 0.207]}



## x
{"formula": "C4H3FO2", "method": "ωB97M-V/def2-TZVPD", "multiplicity": 3, "lumo_ev": [0.92, -3.22], "symbols": ["C", "C", "C", "C", "O", "O", "F", "H", "H", "H"], "xyz": [[-0.569, -0.881, 0.163], [0.704, -1.058, 0.009], [1.298, 0.838, -0.039], [-1.034, 0.569, -0.018], [2.401, 1.214, 0.044], [0.163, 1.474, -0.070], [1.585, -2.033, 0.006], [-1.257, -1.826, 0.072], [-1.564, 0.800, -1.021], [-1.728, 0.904, 0.853]], "nbo_charge": [-0.511, 0.435, 0.593, -0.065, -0.383, -0.473, -0.265, 0.265, 0.196, 0.207]}



Which of them is the least stable? Correct choice: x.